## P
127
Properties=species:S:1:pos:R:3:mulliken_charge:R:1 method="wB97M-V/def2-TZVPD" e_lumo_ev=-0.46 mol_weight_g_mol=1319.68 total_charge=-1 homo_lumo_gap_ev=2.44
Cs 0.79211 -0.90894 0.06584 1.15
C -0.73366 1.35259 2.92432 0.11
N -1.65809 1.62148 1.83922 0.13
C -2.87953 0.85264 1.87513 0.26
C -2.72516 -0.61744 2.17090 -0.59
N -1.85859 -1.43029 1.63457 0.53
C -2.08780 -2.66056 2.23794 0.42
C -1.45247 -3.88388 2.04214 -0.57
C -1.88514 -4.96860 2.78257 -0.81
C -2.93515 -4.85021 3.70518 -0.42
C -3.58098 -3.64322 3.91001 -1.12
C -3.13719 -2.56136 3.15967 0.36
N -3.52565 -1.23762 3.09640 0.08
C 0.62229 1.89608 2.61202 -0.16
N 0.99787 2.31196 1.43265 -0.18
C 2.34061 2.64586 1.59165 0.47
C 3.25386 3.14524 0.66513 -0.29
C 4.55739 3.34190 1.08869 -0.73
C 4.95447 3.03774 2.39959 -0.52
C 4.05676 2.55046 3.33180 -1.09
C 2.74353 2.38050 2.90624 0.37
N 1.61106 1.93247 3.55192 0.03
H -0.60259 0.28105 3.12819 -0.15
H -1.10088 1.80805 3.85127 0.14
H -1.18874 1.54955 0.94610 -0.09
H -3.36362 0.96490 0.89849 -0.41
H -3.55559 1.27274 2.63206 0.35
H -0.62495 -3.97493 1.34960 0.41
H -1.38858 -5.92408 2.66498 0.42
H -3.23584 -5.71796 4.28013 0.37
H -4.38272 -3.54984 4.63329 0.39
H -4.21016 -0.77502 3.66371 0.23
H 2.93919 3.35006 -0.35052 0.53
H 5.29313 3.73235 0.39620 0.27
H 5.98811 3.18796 2.68806 0.39
H 4.36315 2.31150 4.34268 0.42
H 1.60834 1.31212 4.35898 0.11
F -5.81986 -2.02671 -3.04546 -0.39
C -4.64093 -2.53849 -3.46140 -0.26
C -3.49936 -2.10825 -2.85230 -0.44
C -2.28415 -2.64509 -3.24948 -0.05
C -1.07179 -2.11792 -2.58114 0.88
O -1.18346 -1.31778 -1.66920 -0.08
C 0.17541 -2.67393 -3.06312 -0.04
C 0.15662 -3.60422 -4.03613 -0.49
N -0.97984 -4.10249 -4.63241 0.35
C -0.87433 -5.08865 -5.67112 -0.33
C -1.40154 -6.47146 -5.40386 -0.39
C 0.07770 -6.22735 -5.47806 -1.00
C -2.21888 -3.60753 -4.26095 0.31
C -3.40980 -4.02009 -4.87541 -1.04
C -4.62917 -3.49556 -4.47697 -0.23
N -5.80715 -4.01192 -5.11913 0.22
C -6.16928 -5.36734 -4.77875 -0.79
C -7.14218 -5.41335 -3.60863 -0.65
N -8.38372 -4.66311 -4.03222 -0.14
C -8.07854 -3.22401 -4.38916 -0.64
C -6.96151 -3.19477 -5.43090 -0.85
C 1.53634 -2.23861 -2.50789 -0.40
O 2.39382 -3.12298 -2.37746 -0.81
O 1.62059 -1.02312 -2.20305 -0.61
H -3.51686 -1.34012 -2.08175 0.59
H 1.08579 -4.04065 -4.37632 0.64
H -0.98461 -4.70288 -6.67926 0.40
H -1.88454 -6.99350 -6.21949 0.29
H -1.81962 -6.64451 -4.42075 0.22
H 0.61818 -6.57389 -6.34671 0.25
H 0.62935 -6.25831 -4.54899 0.37
H -3.39449 -4.73560 -5.68593 0.72
H -5.27983 -5.93764 -4.52443 0.40
H -6.63615 -5.85912 -5.64500 0.36
H -6.74456 -4.89773 -2.73469 0.35
H -7.44951 -6.42240 -3.33941 0.41
H -9.08336 -4.68940 -3.29710 0.35
H -8.78447 -5.13570 -4.84257 0.37
H -7.79172 -2.74798 -3.46175 0.44
H -9.00087 -2.78347 -4.76497 0.35
H -6.66239 -2.16141 -5.58937 0.47
H -7.37938 -3.56063 -6.37998 0.40
C -3.51855 4.80624 -0.49971 -1.07
Si -4.63004 3.47898 -1.25636 0.46
C -5.65965 4.36660 -2.57963 -1.15
C -5.88041 3.02408 0.10296 -1.26
As -3.58433 1.55049 -1.91364 0.06
Si -1.76101 2.47248 -3.00848 -0.14
C -0.93402 1.12957 -4.04877 -0.21
C -0.38130 3.21754 -1.96380 -0.77
C -2.23369 3.85193 -4.21900 -1.08
H -4.12746 5.60822 -0.06388 0.40
H -2.85388 5.25548 -1.24332 0.27
H -2.89314 4.37322 0.28565 0.20
H -6.15958 5.25151 -2.16574 0.31
H -6.42165 3.68483 -2.96999 0.28
H -5.03653 4.68073 -3.42123 0.28
H -6.69884 3.75292 0.14223 0.38
H -5.39236 3.01173 1.08337 0.28
H -6.30750 2.03248 -0.07157 0.30
H -0.48863 0.35922 -3.41221 -0.42
H -0.12433 1.55543 -4.65304 0.39
H -1.66377 0.66483 -4.72026 0.22
H 0.14862 2.51620 -1.31263 0.02
H -0.76857 4.01565 -1.32233 0.31
H 0.37040 3.65483 -2.63487 0.42
H -3.02906 3.51932 -4.89139 0.26
H -1.36198 4.14105 -4.81833 0.34
H -2.58833 4.74548 -3.69573 0.23
F 5.57134 -4.83359 4.92376 -0.33
C 4.55575 -3.96249 4.88381 0.72
C 4.52441 -2.87853 5.73786 0.03
F 5.52220 -2.70146 6.61310 -0.32
C 3.47001 -1.98783 5.69182 0.25
F 3.51710 -0.96302 6.54846 -0.39
C 2.39137 -2.11733 4.81377 0.45
S 1.04652 -1.01510 4.78444 -0.51
C 2.47696 -3.22325 3.95771 0.02
F 1.51022 -3.45811 3.06039 -0.10
C 3.51716 -4.13015 3.98871 -0.31
F 3.52748 -5.17969 3.15905 -0.32
C 4.93007 2.71255 -2.67095 -0.84
Te 3.44759 1.16746 -2.66629 0.39
C 4.58941 -0.07464 -1.36813 -0.89
H 5.88344 2.31710 -3.02083 0.33
H 5.04754 3.13450 -1.67524 0.01
H 4.59615 3.49480 -3.35333 0.34
H 4.53162 0.29574 -0.34520 0.22
H 5.62511 -0.07053 -1.70463 0.37
H 4.17429 -1.07857 -1.44301 0.23

---

## Q
127
Properties=species:S:1:pos:R:3:mulliken_charge:R:1 method="wB97M-V/def2-TZVPD" e_lumo_ev=0.32 mol_weight_g_mol=1319.68 total_charge=-1 homo_lumo_gap_ev=2.97
Cs 0.05815 -0.25456 1.16292 0.78
C -0.17049 -3.24801 -3.13354 -0.98
N -0.76186 -3.34075 -1.82087 0.17
C -2.08379 -2.73708 -1.71907 -0.23
C -2.62773 -2.96172 -0.35320 -0.40
N -2.18018 -2.32291 0.68780 0.36
C -2.87725 -2.83637 1.76890 0.32
C -2.76198 -2.52648 3.12222 -0.58
C -3.58654 -3.20326 4.00049 -0.81
C -4.50299 -4.16627 3.55137 -0.35
C -4.62112 -4.48842 2.21131 -1.18
C -3.78890 -3.80603 1.33186 0.41
N -3.60267 -3.86854 -0.03661 0.00
C -0.08234 -1.86099 -3.71869 0.58
N -0.37938 -0.75217 -3.10873 -0.28
C -0.20586 0.24938 -4.05643 0.15
C -0.46203 1.61395 -3.96242 -0.48
C -0.21112 2.39365 -5.07613 -0.89
C 0.27719 1.83406 -6.26505 -0.35
C 0.50771 0.47408 -6.38437 -1.15
C 0.24634 -0.30265 -5.26252 0.58
N 0.30771 -1.66254 -5.02161 -0.01
H -0.73292 -3.87555 -3.83672 0.43
H 0.83601 -3.66316 -3.07580 0.07
H -0.13088 -2.94822 -1.12249 -0.09
H -2.73590 -3.17475 -2.48235 0.40
H -2.06310 -1.65605 -1.87806 0.30
H -2.03516 -1.80064 3.46866 0.48
H -3.51723 -2.99832 5.06098 0.42
H -5.12507 -4.67901 4.27437 0.36
H -5.32073 -5.24356 1.87560 0.37
H -4.05712 -4.48601 -0.68363 0.21
H -0.87664 2.04062 -3.05879 0.79
H -0.40931 3.45703 -5.03202 0.48
H 0.46397 2.47844 -7.11517 0.37
H 0.86594 0.04276 -7.31085 0.37
H 0.60711 -2.37929 -5.65697 0.18
F -2.44580 6.48040 0.45247 -0.12
C -1.96206 5.92146 1.59037 0.09
C -1.32658 4.72574 1.51117 -0.74
C -0.83841 4.16102 2.69072 -0.07
C -0.20845 2.83434 2.57635 1.74
O -0.23716 2.27828 1.47661 -0.82
C 0.31654 2.27176 3.80001 0.16
C 0.16909 2.98979 4.93199 -0.39
N -0.40210 4.24139 5.02943 0.22
C -0.51433 4.87843 6.31102 -0.29
C 0.68106 4.88343 7.21125 -0.94
C 0.24329 6.15551 6.54393 -0.44
C -0.95928 4.82969 3.91091 0.57
C -1.68141 6.03893 3.96720 -0.89
C -2.20370 6.57322 2.80916 -0.98
N -3.14471 7.67108 2.86078 0.00
C -2.85005 8.76882 1.94303 -0.08
C -3.88713 9.86107 2.10227 -0.93
N -5.22870 9.26621 1.77095 0.15
C -5.55013 8.14709 2.72373 -1.08
C -4.46966 7.10033 2.58970 0.25
C 0.92767 0.84982 3.76556 -0.61
O 0.24132 -0.02744 4.32423 -0.65
O 1.95966 0.74896 3.08504 -0.59
H -1.23707 4.19034 0.57336 0.46
H 0.49255 2.58584 5.88252 0.64
H -1.49027 4.78916 6.77811 0.39
H 1.58097 4.41867 6.83474 0.35
H 0.50810 4.76281 8.27061 0.25
H 0.84835 6.50653 5.71938 0.23
H -0.22885 6.92385 7.14062 0.31
H -1.86837 6.54249 4.90465 0.54
H -2.87073 8.46590 0.88964 0.13
H -1.85473 9.15847 2.15241 0.49
H -3.70703 10.68059 1.40914 0.44
H -3.95688 10.23426 3.12309 0.38
H -5.21458 8.89486 0.80716 -0.03
H -5.95673 9.97682 1.79766 0.40
H -6.52368 7.74616 2.45489 0.44
H -5.57612 8.58722 3.72020 0.43
H -4.51832 6.67215 1.58588 -0.21
H -4.65831 6.29234 3.29468 0.51
C 1.43126 -5.89110 -0.31014 -0.87
Si 1.81119 -4.98650 1.31870 0.27
C 3.03352 -6.13495 2.20880 -1.11
C 0.20163 -5.08464 2.31685 -0.91
As 2.45009 -2.77830 1.20337 -0.04
Si 3.97515 -3.02168 -0.49630 0.25
C 5.08685 -1.48404 -0.49320 -0.84
C 3.30305 -3.10589 -2.27567 -0.70
C 5.16100 -4.50489 -0.42002 -1.13
H 1.08552 -6.90952 -0.09628 0.41
H 2.31753 -5.96864 -0.94585 0.25
H 0.65002 -5.37523 -0.87313 0.03
H 2.58864 -7.12501 2.36022 0.32
H 3.30271 -5.72199 3.18339 0.28
H 3.95569 -6.25552 1.63607 0.27
H 0.03637 -6.09436 2.70726 0.37
H -0.65277 -4.81898 1.68724 0.02
H 0.21530 -4.38900 3.15911 0.31
H 4.47851 -0.58411 -0.36926 -0.09
H 5.65549 -1.39256 -1.42471 0.32
H 5.78998 -1.52130 0.34217 0.32
H 2.60773 -2.28295 -2.46182 -0.07
H 2.77581 -4.05282 -2.42233 0.20
H 4.11524 -3.04914 -3.00876 0.38
H 5.65493 -4.56357 0.55191 0.27
H 5.92946 -4.39547 -1.19392 0.36
H 4.64668 -5.45375 -0.59074 0.32
F -5.38829 8.77982 -1.11691 -0.55
C -4.95669 7.49248 -1.34800 0.64
C -3.84620 7.23749 -2.13062 -0.04
F -3.21114 8.26276 -2.71966 -0.39
C -3.37947 5.94364 -2.25036 0.36
F -2.27822 5.77573 -2.98825 -0.36
C -3.94501 4.83594 -1.57903 0.10
S -3.25681 3.27235 -1.60825 -0.28
C -5.10503 5.15681 -0.83649 0.30
F -5.76115 4.20339 -0.16035 -0.42
C -5.59642 6.43852 -0.72661 0.24
F -6.68610 6.71852 0.04963 -0.45
C 4.21756 2.36738 -1.20648 -1.26
Te 2.50625 2.25455 0.07546 0.29
C 1.28827 3.32017 -1.32220 -0.78
H 4.38984 3.40346 -1.49141 0.41
H 4.07176 1.75105 -2.09098 0.35
H 5.07762 1.99513 -0.65303 0.34
H 1.40514 4.39380 -1.19008 0.48
H 0.24570 3.04605 -1.17416 -0.09
H 1.59219 3.03502 -2.32712 0.39

---

Most stable = Q

---

## P
88
Properties=species:S:1:pos:R:3:mulliken_spin:R:1 method="wB97M-V/def2-TZVPD" multiplicity=3 e_lumo_ev="-1.01 / -1.81" mol_weight_g_mol=934.78 homo_lumo_gap_ev="6.67 / 6.50"
Re -0.76512 1.65894 0.58133 1.62
C -4.06956 3.29096 2.98975 0.00
C -2.77211 3.31987 2.49295 -0.01
N -2.59423 2.34065 1.61025 0.02
N -3.77156 1.66436 1.52550 -0.01
C -4.67123 2.22705 2.34678 0.01
B -3.83792 0.56132 0.44705 0.03
N -3.38119 1.24534 -0.88362 -0.03
C -4.11354 1.61171 -1.94228 0.02
C -3.31431 2.33047 -2.81235 -0.01
C -2.07111 2.38038 -2.19532 0.00
N -2.12489 1.72756 -1.03255 0.04
N -2.81492 -0.54931 0.81559 -0.04
C -3.01168 -1.84476 1.09691 0.04
C -1.79604 -2.41969 1.41806 0.00
C -0.87591 -1.38533 1.30912 0.03
N -1.50154 -0.26500 0.95361 0.00
N -5.18816 -0.07296 0.22453 0.00
C -5.46430 -0.98783 -0.74340 0.00
C -6.77312 -1.36588 -0.60244 0.00
C -7.22836 -0.61892 0.50248 0.00
N -6.27722 0.15027 0.99503 0.00
H -4.50687 3.94855 3.71849 0.00
H -1.96458 3.99323 2.73141 0.00
H -5.66692 1.82636 2.40111 0.00
H -5.15438 1.34440 -2.00556 0.00
H -3.59696 2.76180 -3.75541 0.00
H -1.15848 2.86477 -2.49635 0.00
H -3.99845 -2.27300 1.05920 0.00
H -1.60778 -3.44081 1.69494 0.00
H 0.18469 -1.37285 1.49719 0.00
H -4.70892 -1.29742 -1.44817 0.00
H -7.32124 -2.07126 -1.20112 0.00
H -8.20658 -0.61310 0.95506 0.00
N 0.86193 4.12128 2.47504 0.00
C 0.57433 4.42182 1.16407 0.02
N 0.92084 5.54935 0.58141 0.00
N 0.44952 5.43492 -0.67448 0.02
N -0.14482 4.31573 -0.84663 0.00
N -0.09742 3.62691 0.32782 0.01
C 0.58638 2.92554 3.08271 0.01
N 0.83270 2.66562 4.34782 0.00
N 0.39590 1.39852 4.52382 0.01
N -0.08745 0.91560 3.44741 0.00
N 0.02677 1.87148 2.47678 0.03
H 1.36912 4.80894 3.00660 0.00
C 6.80206 -2.78828 2.86791 0.00
C 5.73331 -2.87580 1.81257 0.00
C 5.25615 -1.73911 1.17068 0.00
C 4.29379 -1.82591 0.17920 0.00
C 3.77669 -3.06288 -0.19354 0.00
N 2.76935 -3.06504 -1.18903 0.00
C 2.23410 -4.15985 -1.79863 0.00
O 2.61921 -5.30172 -1.64765 0.00
N 1.17519 -3.92463 -2.67477 0.00
C 0.33327 -2.83601 -2.91162 0.01
C -0.39465 -2.82053 -4.10321 0.00
C -1.31308 -1.81711 -4.32845 0.00
C -1.48217 -0.83830 -3.35694 0.00
N -0.78767 -0.83029 -2.22743 0.00
C 0.09405 -1.80194 -2.00786 0.01
C 4.23971 -4.21362 0.43635 0.00
C 5.20561 -4.10169 1.42517 0.00
H 6.87982 -1.77761 3.26673 0.00
H 7.77733 -3.05986 2.45854 0.00
H 6.59519 -3.46560 3.69669 0.00
H 5.63975 -0.76524 1.44766 0.00
H 3.94202 -0.92434 -0.31166 0.00
H 2.50404 -2.15667 -1.53209 0.00
H 0.99250 -4.75188 -3.22117 0.00
H -0.24005 -3.60615 -4.83327 0.00
H -1.89109 -1.79130 -5.24203 0.00
H -2.19734 -0.03506 -3.49339 0.00
H 0.58908 -1.76533 -1.04457 -0.03
H 3.85450 -5.17942 0.15509 0.00
H 5.55603 -5.00640 1.90870 0.00
N 0.75129 1.07966 -0.15817 0.10
C 2.04340 1.34949 -0.52108 -0.02
C 2.97976 1.78051 0.42686 0.06
C 4.27247 2.06612 0.02609 -0.04
C 4.65109 1.92884 -1.30446 0.07
C 3.72271 1.48948 -2.23966 -0.04
C 2.42698 1.18847 -1.85775 0.06
H 2.68178 1.87668 1.46254 0.01
H 4.99028 2.40580 0.76133 0.00
H 5.66048 2.16629 -1.61090 0.00
H 4.01023 1.38003 -3.27747 0.00
H 1.68950 0.85061 -2.57547 0.00

---

## Q
88
Properties=species:S:1:pos:R:3:mulliken_spin:R:1 method="wB97M-V/def2-TZVPD" multiplicity=3 e_lumo_ev="0.02 / -0.51" mol_weight_g_mol=934.78 homo_lumo_gap_ev="7.71 / 6.89"
Re 0.27957 0.06488 -0.10724 1.57
C 1.73100 3.56773 3.03745 0.00
C 1.81031 3.27498 1.68166 0.00
N 0.72330 2.58994 1.35026 0.01
N -0.07138 2.41652 2.42266 0.00
C 0.53954 3.00886 3.46000 0.00
B -1.28320 1.40017 2.57043 -0.01
N -2.18986 1.16148 1.32646 -0.01
C -3.53715 1.25683 1.33144 0.02
C -4.04739 0.50827 0.29941 -0.01
C -2.92683 -0.05178 -0.31025 -0.02
N -1.81654 0.35508 0.29144 0.10
N -0.63425 0.02862 2.90909 0.01
C -0.64847 -0.79177 3.97413 0.02
C 0.26399 -1.80306 3.77592 0.00
C 0.80720 -1.54046 2.52458 0.02
N 0.26014 -0.44604 2.00161 -0.02
N -2.11649 2.05455 3.66909 0.00
C -2.26922 1.87456 5.00770 0.00
C -2.92728 2.96400 5.51608 0.00
C -3.13446 3.79324 4.39977 0.00
N -2.63751 3.25685 3.30495 0.00
H 2.44372 4.11162 3.62763 0.00
H 2.55297 3.48311 0.93207 0.00
H 0.08835 2.99472 4.43714 0.00
H -4.04010 1.84423 2.07515 0.00
H -5.07678 0.36869 0.02780 0.00
H -2.89337 -0.75566 -1.12284 0.01
H -1.32350 -0.64516 4.78975 0.00
H 0.48618 -2.62459 4.43034 0.00
H 1.54161 -2.10133 1.97500 0.00
H -1.90706 1.01119 5.52353 0.00
H -3.21542 3.13470 6.53663 0.00
H -3.61806 4.75473 4.35331 0.00
N 2.52393 -2.63056 -0.13233 0.01
C 3.05578 -1.35689 -0.08001 0.03
N 4.34366 -1.10772 0.02025 0.00
N 4.41916 0.23953 0.04193 0.02
N 3.26081 0.77120 -0.04073 0.01
N 2.33531 -0.22945 -0.11843 0.03
C 1.23568 -2.89174 -0.56460 0.01
N 0.84098 -4.04806 -1.06643 0.00
N -0.44995 -3.84686 -1.37395 0.01
N -0.81243 -2.64786 -1.07675 0.01
N 0.24612 -2.00529 -0.53049 0.02
H 3.18847 -3.37608 -0.26777 0.00
C -7.50009 -3.46426 -0.08475 0.00
C -6.33464 -3.04780 -0.93933 0.00
C -5.08971 -3.65292 -0.80342 0.00
C -4.02413 -3.29844 -1.61277 0.00
C -4.18616 -2.31262 -2.58015 0.00
N -3.03871 -1.93968 -3.31994 0.00
C -3.03999 -1.34193 -4.54532 0.00
O -4.01378 -1.15248 -5.24032 0.00
N -1.77628 -0.94658 -5.01079 0.00
C -0.68411 -0.44209 -4.31426 -0.02
C 0.49290 -0.12577 -4.99021 0.00
C 1.56711 0.36132 -4.27326 0.00
C 1.47230 0.51136 -2.90042 0.01
N 0.33702 0.22162 -2.24986 0.05
C -0.71005 -0.22246 -2.94534 -0.01
C -5.41829 -1.68839 -2.73140 0.00
C -6.47230 -2.06404 -1.91258 0.00
H -7.16361 -3.86584 0.87038 0.00
H -8.09048 -4.23847 -0.57808 0.00
H -8.16377 -2.62314 0.11409 0.00
H -4.94520 -4.41955 -0.05191 0.00
H -3.06102 -3.78012 -1.48875 0.00
H -2.17241 -2.33919 -2.98042 0.00
H -1.81507 -0.73406 -5.99738 0.00
H 0.56197 -0.27725 -6.05973 0.00
H 2.49578 0.60710 -4.76732 0.00
H 2.30545 0.85554 -2.30552 0.02
H -1.59410 -0.42794 -2.37492 0.02
H -5.55549 -0.92809 -3.48494 0.00
H -7.42997 -1.57312 -2.04049 0.00
N 0.34502 2.11992 0.11702 0.05
C -0.32752 3.15535 -0.60123 0.02
C 0.06018 3.46122 -1.90046 -0.01
C -0.61736 4.42860 -2.62852 -0.01
C -1.67150 5.12474 -2.05774 0.01
C -2.03724 4.84979 -0.74720 0.00
C -1.37810 3.86911 -0.02296 0.02
H 0.91076 2.95724 -2.33052 0.00
H -0.30434 4.65087 -3.64022 0.00
H -2.19217 5.88564 -2.62229 0.00
H -2.84940 5.39373 -0.28350 0.00
H -1.68395 3.66619 0.99591 0.00

---

Most stable = P